Computed, not measured: a single C2H2F2N2O3 molecule in a non-equilibrium geometry, with ωB97M-V with the def2-TZVPD basis set.

Geometry as XYZ:
```
11
Properties=species:S:1:pos:R:3:forces:R:3:lowdin_charge:R:1
C -0.6794 0.5904 -0.1105 0.5 -1.9 3.3 -0.502
C -0.0770 -0.7066 0.5312 -0.6 -1.7 -0.6 -0.340
N 0.0258 1.6463 0.2256 -1.1 3.8 -2.3 0.212
N 0.6532 -1.3716 -0.7308 0.2 1.7 0.8 -0.333
O -1.7357 0.5514 -0.6463 -0.9 -0.1 -1.5 0.152
O 1.5656 -0.7267 -1.1808 0.9 0.6 0.4 0.100
O 0.1463 -2.2941 -1.2463 -1.1 -2.1 -0.3 0.156
F -0.9964 -1.6101 0.9394 0.7 1.1 -0.5 0.147
F 0.7702 -0.5051 1.5455 0.1 0.1 -0.7 0.155
H 0.6815 1.9298 0.8890 1.4 -1.0 1.3 0.106
H -0.3542 2.4964 -0.2159 0.1 -0.6 0.2 0.148
```
Positions in Å, forces in eV/Å.

Its total energy is -16660.78076 eV. The calculation puts the highest occupied orbital energy at -11.11 eV. As for the HOMO-LUMO gap: 0.40253 hartree. The energy above the lowest of the compared OMol25 structures with the same formula, charge and spin comes out at 0.0000 eV. Its charge is 0.